# 1
{
  "formula": "C4H14N7O",
  "method": "the ωB97M-V functional and the def2-TZVPD basis",
  "smiles": "[H]/N=C(\\N)[N+](ONCCN)=C(N)N",
  "e_above_lowest_kcal_mol": 56.2,
  "e_lumo_ev": -3.518,
  "total_energy_ha": -618.9617,
  "total_charge": 1,
  "fmax_ev_per_a": 5.9,
  "symbols": ["N", "H", "H", "H", "H", "H", "N", "H", "H", "N", "C", "N", "H", "O", "N", "C", "N", "C", "C", "H", "H", "H", "H", "H", "N", "H"],
  "positions_angstrom": [[3.14, 0.30, -0.06], [-1.51, -0.80, -2.28], [-1.40, -0.45, 1.91], [-3.45, -0.33, -0.77], [-1.69, 0.79, -2.07], [1.77, 2.35, -0.09], [0.82, 2.28, 0.33], [-2.94, -1.91, 0.79], [-2.27, 0.61, 0.00], [-0.04, 1.06, 2.21], [-2.38, -0.19, -0.56], [0.90, -0.02, 0.35], [-0.28, 1.94, 2.60], [0.17, -1.27, 0.93], [-1.39, -0.01, -1.66], [-2.06, -1.48, 0.23], [1.76, -1.23, -1.33], [1.98, -0.26, -0.45], [0.58, 1.16, 1.09], [0.85, -1.62, -1.20], [2.53, -1.72, -1.80], [4.07, 0.26, -0.55], [2.96, 0.81, 0.77], [-1.42, -2.26, -0.34], [-1.10, -1.16, 1.25], [0.39, 3.14, 0.71]],
  "mulliken_charge": [-0.370, 0.236, 0.308, 0.430, 0.205, 0.192, -0.396, 0.310, 0.510, -0.733, -1.009, 0.342, 0.228, -0.313, -0.419, -0.342, -0.261, 0.364, 0.376, 0.201, 0.267, 0.256, 0.268, 0.231, -0.130, 0.248]
}

---

# 2
{
  "formula": "C3H8O3",
  "method": "the ωB97M-V functional and the def2-TZVPD basis",
  "smiles": "OCC(O)CO",
  "e_above_lowest_kcal_mol": 27.0,
  "e_lumo_ev": 0.806,
  "total_energy_ha": -344.8053,
  "fmax_ev_per_a": 1.5,
  "symbols": ["O", "H", "C", "C", "H", "O", "H", "H", "H", "H", "O", "C", "H", "H"],
  "positions_angstrom": [[-1.38, -1.00, -0.41], [-1.15, -0.61, 1.63], [-1.26, -0.10, 0.69], [-0.03, 0.82, 0.43], [-0.56, -1.50, -0.43], [1.44, -0.99, -0.31], [1.40, -0.63, -1.23], [1.38, -0.35, 1.59], [-0.06, 1.67, 1.12], [2.18, 0.79, 0.43], [-0.10, 1.30, -0.89], [1.30, 0.09, 0.59], [-0.75, 0.72, -1.32], [-2.16, 0.52, 0.77]],
  "mulliken_charge": [-0.576, 0.362, -0.589, 0.097, 0.375, -0.577, 0.335, 0.352, 0.348, 0.286, -0.579, -0.577, 0.413, 0.330]
}